Record 1
A 10-piece molecular cluster, C19H48N11O21 overall, computed with ωB97M-V/def2-TZVPD.

Geometry as ORCA input:
```
! wB97M-V def2-TZVPD RIJCOSX def2/J DEFGRID3
* xyz 1 1
C 4.02 -1.45 3.38
C 4.53 -0.85 2.08
O 5.28 0.34 2.39
C 4.65 1.51 2.10
O 4.31 1.79 0.95
C 4.41 2.43 3.27
C 3.14 3.27 3.06
C 1.89 2.63 3.65
C 1.36 1.43 2.82
C 0.95 1.91 1.44
N 0.06 1.01 0.68
C -0.48 -0.09 1.45
C -0.92 0.30 2.84
O -1.31 -0.85 3.57
N 0.22 0.84 3.63
H 3.33 -2.26 3.16
H 4.86 -1.85 3.95
H 3.52 -0.70 3.98
H 5.19 -1.56 1.60
H 3.69 -0.64 1.41
H 5.26 3.09 3.39
H 4.36 1.86 4.19
H 3.01 3.54 2.02
H 3.29 4.20 3.60
H 1.10 3.38 3.62
H 2.02 2.35 4.69
H 2.18 0.72 2.79
H 0.55 2.92 1.49
H 1.88 2.00 0.88
H -0.70 1.56 0.32
H 0.19 -0.95 1.47
H -1.38 -0.43 0.94
H -1.75 1.00 2.85
H -1.96 -1.32 3.05
H -0.14 1.58 4.24
H 0.57 0.10 4.23
C 4.05 0.19 -1.69
N 3.92 -1.10 -2.42
O 4.70 -1.34 -3.32
O 3.04 -1.85 -2.06
H 4.87 0.74 -2.12
H 3.11 0.72 -1.81
H 4.23 -0.05 -0.65
C -4.36 0.10 -1.17
N -3.04 0.73 -0.90
O -2.13 0.53 -1.67
O -2.95 1.42 0.10
H -4.30 -0.49 -2.09
H -4.60 -0.52 -0.31
H -5.09 0.91 -1.26
C 7.34 -2.72 -1.94
N 7.13 -2.57 -0.47
O 7.23 -3.55 0.23
O 6.87 -1.45 -0.06
H 7.56 -3.76 -2.15
H 6.42 -2.40 -2.42
H 8.17 -2.08 -2.22
C -4.42 2.64 4.75
N -3.10 3.23 5.09
O -2.16 3.02 4.34
O -3.04 3.90 6.09
H -4.32 2.08 3.83
H -4.71 2.00 5.58
H -5.13 3.46 4.64
C -4.17 -2.10 -5.84
N -4.38 -1.75 -4.41
O -4.37 -2.64 -3.58
O -4.54 -0.58 -4.13
H -4.05 -3.17 -5.92
H -5.05 -1.77 -6.38
H -3.29 -1.58 -6.17
C 0.91 -2.50 -5.35
N -0.40 -2.36 -6.05
O -0.45 -1.65 -7.03
O -1.34 -2.96 -5.57
H 1.65 -1.91 -5.88
H 0.77 -2.15 -4.33
H 1.17 -3.55 -5.36
C -7.23 -5.92 -7.08
N -6.01 -5.09 -6.84
O -5.22 -5.47 -6.01
O -5.89 -4.09 -7.52
H -7.19 -6.77 -6.41
H -8.09 -5.29 -6.87
H -7.21 -6.23 -8.12
C -8.05 -2.64 0.86
N -6.90 -1.71 1.02
O -6.01 -2.02 1.78
O -6.92 -0.68 0.38
H -7.88 -3.50 1.49
H -8.94 -2.10 1.15
H -8.09 -2.92 -0.19
C 4.52 7.11 2.11
N 4.27 7.18 3.58
O 4.30 6.14 4.21
O 4.05 8.27 4.04
H 4.71 6.08 1.84
H 3.64 7.50 1.61
H 5.39 7.73 1.91
*
```

Calculated values
LUMO level: -2.41 eV
energy: -79839.262 eV
ΔE to the lowest compared entry with this formula, charge and spin: 0.0 kJ/mol
highest occupied orbital energy: -11.80 eV

Record 2
A 4-piece molecular cluster, C19H49BClN3 overall, computed with ωB97M-V/def2-TZVPD.

Geometry as ORCA input:
```
! wB97M-V def2-TZVPD RIJCOSX def2/J DEFGRID3
* xyz 0 1
C -0.92 -0.19 0.19
C -0.79 -0.83 -1.18
N -1.14 -2.24 -1.19
C -0.74 -2.93 -2.41
C -1.41 -2.51 -3.72
C -2.46 -2.57 -0.68
C -3.67 -1.89 -1.34
H -0.34 -0.74 0.93
H -0.54 0.83 0.15
H -1.95 -0.14 0.53
H 0.25 -0.76 -1.51
H -1.38 -0.24 -1.90
H -0.90 -4.00 -2.25
H 0.34 -2.79 -2.51
H -2.44 -2.86 -3.79
H -0.86 -2.95 -4.56
H -1.41 -1.43 -3.86
H -2.47 -2.33 0.39
H -2.57 -3.65 -0.74
H -3.51 -0.82 -1.47
H -4.55 -2.02 -0.70
H -3.90 -2.33 -2.31
C -0.55 2.73 -2.93
C 0.91 2.73 -3.37
N 1.73 3.65 -2.61
C 3.05 3.87 -3.20
C 4.01 2.68 -3.26
C 1.70 3.48 -1.17
C 2.05 2.10 -0.61
H -0.95 3.74 -2.95
H -1.14 2.11 -3.61
H -0.68 2.33 -1.93
H 0.96 3.04 -4.42
H 1.28 1.69 -3.34
H 3.52 4.69 -2.65
H 2.89 4.24 -4.21
H 4.42 2.43 -2.28
H 4.86 2.93 -3.91
H 3.54 1.79 -3.67
H 0.69 3.74 -0.83
H 2.35 4.24 -0.73
H 1.55 1.30 -1.17
H 1.71 2.03 0.43
H 3.12 1.90 -0.61
C 2.14 0.52 7.33
C 1.54 1.28 6.15
N 2.45 1.37 5.01
C 2.03 2.33 4.01
C 0.72 2.05 3.25
C 2.95 0.10 4.51
C 1.92 -0.96 4.07
H 3.10 0.95 7.61
H 1.47 0.60 8.19
H 2.27 -0.53 7.11
H 1.33 2.31 6.46
H 0.57 0.83 5.89
H 2.84 2.42 3.29
H 1.95 3.30 4.51
H 0.83 1.24 2.54
H 0.43 2.94 2.70
H -0.10 1.80 3.93
H 3.58 -0.35 5.29
H 3.62 0.32 3.68
H 1.11 -1.06 4.79
H 2.41 -1.93 3.97
H 1.48 -0.72 3.10
C -6.95 -6.47 -2.84
B -5.55 -5.83 -2.94
Cl -5.28 -4.38 -3.87
H -6.87 -7.52 -2.54
H -7.55 -5.97 -2.07
H -7.50 -6.39 -3.78
H -4.59 -6.27 -2.39
*
```

Calculated values
LUMO level: 0.56 eV
energy: -38166.970 eV
highest occupied orbital energy: -8.05 eV